Record 1
This record from the OMol25 dataset describes a molecular structure, C6H12NS. The level of theory is the ωB97M-V functional and the def2-TZVPD basis.

Geometry as XYZ:
```
20
C6H12NS the ωB97M-V functional and the def2-TZVPD basis
C 1.3653 1.2178 -0.5953
C 1.6385 -0.2806 -0.5903
C -1.2336 1.0951 0.0884
C -0.1388 0.8899 -0.9376
C 0.1777 -0.6084 -0.9806
C -0.7730 -1.2469 0.6399
N -1.0715 0.0933 1.1825
S 0.2539 -2.1945 1.7078
H 1.5297 1.7582 0.4248
H 1.9379 1.7489 -1.2770
H 2.3137 -0.3829 -1.4794
H 2.1314 -0.7388 0.1689
H -1.1238 1.9706 0.6738
H -2.2320 1.1801 -0.3131
H -0.3469 1.2744 -1.9937
H 0.1174 -1.1963 -1.9029
H -1.6675 -1.8829 0.4229
H -0.3904 0.5341 1.7780
H -1.9843 0.1678 1.6116
H -0.5037 -3.3990 1.3715
```

Values from the calculation:
Gap between HOMO and LUMO = 0.358 Eh
E_HOMO = -13.189 eV
Charge = +1
Energy relative to the best compared isomer or geometry (same formula, charge and spin) = 70.51 kcal per mole

These are the natural (NBO) partial charges, in e, on atoms 1 to 5: -0.385, -0.449, -0.218, -0.289, -0.124

---

Record 2
This record from the OMol25 dataset describes 2 unconnected molecules or ions with the total composition C5H13N2O. The level of theory is the ωB97M-V functional and the def2-TZVPD basis.

Geometry as XYZ:
```
21
C5H13N2O the ωB97M-V functional and the def2-TZVPD basis
C 1.9586 1.4639 -0.8623
C 1.1803 0.6822 -0.1982
C 1.7525 -1.0772 1.0878
C -1.4842 1.4062 0.2231
C -2.3040 -0.7849 -0.1157
N 1.4347 -0.8106 -0.3344
N -2.0688 0.3951 0.8306
O -1.3462 -0.9551 -1.0117
H 2.8197 1.3475 -1.4699
H 1.7648 2.5308 -0.8793
H 0.7631 -0.8816 1.5999
H 2.2647 -1.9419 1.2317
H 2.3702 -0.2669 1.3682
H -1.3344 2.2527 0.7279
H -0.9568 1.1818 -0.7104
H -2.3682 -1.6430 0.5549
H -3.3074 -0.6140 -0.6110
H 0.4962 -1.0647 -0.6235
H -2.3203 0.3682 1.7398
H 2.3057 -1.1046 -0.7323
H -1.6202 -0.4839 -1.8154
```

Values from the calculation:
Gap between HOMO and LUMO = 0.271 Eh
E_HOMO = -11.691 eV
Charge = +1
Energy relative to the best compared isomer or geometry (same formula, charge and spin) = 155.12 kcal per mole

These are the natural (NBO) partial charges, in e, on atoms 1 to 5: -0.542, -0.207, -0.398, 0.094, 0.090

---

Results for E_LUMO: -3.457; -4.313 (in eV, following the order of the records).